# 1
ORCA calculation (the ωB97M-V functional and the def2-TZVPD basis) on a gas-phase ion, C4H12NO2 (charge +2).

## Properties
HOMO energy (spin up / spin down): -20.2875 / -19.5436 eV
ΔE to the lowest compared entry with this formula, charge and spin: 257.24 kJ/mol
frontier orbital gap (spin up / spin down): 12.6 / 5.1 eV
maximum force: 4.14 eV/A
spin multiplicity: 2
charge: +2
calculated total energy: -363.993557 Ha

Last column: Löwdin spin population.
Cartesian coordinates (Å):
C 0.78582 1.47551 -0.05972  0.03
O 0.05026 1.93829 1.14547  0.13
C -0.24667 0.55820 -0.65172  0.12
C -0.69416 -0.50571 0.47876  0.16
C 0.44124 -1.31607 1.09280  0.06
O -1.58655 -1.47694 0.00666  0.37
N 0.24673 -0.35427 -1.70843  0.02
H 0.96207 2.40882 -0.66040  0.03
H 1.57508 0.88172 0.29556  0.01
H 0.56336 2.84126 1.37183  0.00
H -1.03175 1.20476 -1.03103  0.00
H -1.36735 0.21959 1.10632  0.04
H 0.99942 -2.03554 0.48873  0.00
H -0.03089 -1.95271 1.83949  0.00
H 1.06172 -0.67885 1.88204  0.02
H -2.51370 -1.41385 0.26634  0.01
H -0.39200 -1.19654 -1.69026  0.00
H 1.22772 -0.63627 -1.53569  0.00
H -0.05034 0.03860 -2.63675  0.00


# 2
ORCA calculation (the ωB97M-V functional and the def2-TZVPD basis) on a molecular structure, C15H29N2O4P2V.

## Properties
HOMO energy (spin up / spin down): -11.2730 / -11.0352 eV
ΔE to the lowest compared entry with this formula, charge and spin: 72.90 kJ/mol
frontier orbital gap (spin up / spin down): 7.8 / 7.7 eV
maximum force: 3.60 eV/A
spin multiplicity: 2
charge: +1
calculated total energy: -2625.894067 Ha

Last column: Löwdin spin population.
Cartesian coordinates (Å):
C 1.15701 -1.44163 -3.67527  0.00
C 1.14733 -0.98453 -2.36163  0.00
N -0.01769 -0.86053 -1.66271  0.00
C -1.15842 -1.28714 -2.23251  0.00
C -1.21120 -1.64684 -3.57691  0.00
C -0.03164 -1.74684 -4.30440  0.00
C 2.38178 -0.40863 -1.73935  0.01
P 2.35730 -0.25174 0.08638  0.03
V 0.12703 -0.25013 0.43513  0.96
P -2.25404 -0.39319 0.16595  -0.02
C -2.43919 -1.27018 -1.44635  0.00
O 2.31099 2.04234 -2.58039  0.00
O -0.13108 2.22404 -2.04945  0.00
H 2.12305 -1.48143 -4.17911  0.00
H -2.17235 -1.86565 -4.01944  0.00
H -0.04864 -2.04706 -5.33662  0.00
C 3.08198 -1.76465 0.72562  0.00
C 3.50311 1.05946 0.49872  0.01
H -3.20128 -0.68163 -1.99280  0.00
H -2.80692 -2.29060 -1.22079  0.00
H 2.54793 0.73194 -2.06964  0.00
H 3.33938 -0.86167 -2.08372  0.00
C -3.36726 -1.11370 1.39980  0.00
C -2.94983 1.22879 -0.16259  -0.01
H -0.05346 1.53508 -1.33855  0.00
H -0.08476 3.04961 -1.54904  0.00
H 1.35816 2.16498 -2.54189  0.00
H 2.52212 1.90975 -3.50708  0.00
H -1.06141 -1.28740 0.73771  -0.02
H -0.74226 0.95594 0.25879  -0.01
H 4.14662 -1.79345 0.49134  0.00
H 2.93848 -1.78661 1.80795  0.00
H 2.59607 -2.64829 0.30994  0.00
H 4.52954 0.70084 0.39618  0.00
H 3.33273 1.93205 -0.13558  0.00
H 3.30791 1.32169 1.54148  0.00
H -4.02789 1.05876 -0.29877  0.00
H -2.71199 1.87918 0.68891  0.00
H -2.46952 1.64638 -1.05806  0.00
H -4.36775 -1.16150 0.93867  0.00
H -3.01747 -2.11509 1.70799  0.00
H -3.35700 -0.43911 2.27449  0.00
O -0.84193 2.57417 1.98029  0.01
C -0.54798 1.66055 2.75219  0.01
C -0.64304 1.66250 4.26786  0.00
C -0.44938 0.19217 4.69213  0.00
C -0.13583 -0.54930 3.40819  0.01
O 0.05990 -1.75385 3.28946  0.01
N -0.11426 0.39437 2.39239  0.02
H 0.15573 2.30417 4.67408  0.00
H -1.60501 2.08138 4.60026  0.00
H 0.35546 0.08702 5.43666  0.00
H -1.35911 -0.21476 5.16406  0.00


# 3
ORCA calculation (the ωB97M-V functional and the def2-TZVPD basis) on C11H23NO2 in the gas phase.

## Properties
HOMO energy: -7.9526 eV
ΔE to the lowest compared entry with this formula, charge and spin: 480.33 kJ/mol
frontier orbital gap: 8.6 eV
maximum force: 17.56 eV/A
SMILES: CC(C)CN(CCC(=O)O)CC(C)C
calculated total energy: -637.776887 Ha

Last column: Löwdin charge in e.
Cartesian coordinates (Å):
C -1.86843 -2.39422 -1.20839  -0.12
H -1.11750 -1.97795 -2.05713  0.13
H -1.90799 -3.35968 -1.53315  0.04
C -1.24529 -2.23891 0.06182  -0.46
C -2.21138 -2.90633 1.02302  -0.05
H -1.84452 -2.69951 2.21181  0.14
H -3.26957 -2.31347 1.32675  0.14
H -2.46801 -3.76350 0.89625  -0.06
H -0.42185 -2.75176 0.04529  0.07
C -0.96030 -0.76825 0.33009  -0.13
N -0.21117 0.06186 -0.66210  -0.24
C 1.09383 -0.51907 -0.85274  -0.10
H 1.68383 -0.35745 -1.75100  0.10
C 2.13902 -0.23774 0.51027  0.01
C 3.41328 -1.03951 0.12381  -0.53
O 3.55919 -2.22993 0.53755  0.04
O 4.40486 -0.34926 -0.15547  0.24
H 5.15543 -0.72413 -0.29756  0.05
H 1.75459 -0.62227 1.30676  0.03
H 2.26305 0.78979 0.69457  0.07
H 1.12578 -1.70379 -0.97862  0.15
C -0.47573 1.37049 -0.75767  -0.24
H -1.39467 1.50501 -1.20652  0.09
C -0.18508 2.28868 0.45524  -0.44
C -1.42718 3.07652 0.47595  -0.06
H -2.07915 2.18589 1.00235  0.14
H -1.23908 3.37989 1.56427  0.12
H -1.80053 3.66200 -0.12702  -0.01
C 0.83188 3.27016 0.03804  -0.10
H 1.88900 2.81699 -0.30413  0.12
H 0.55986 4.03280 -0.94462  0.17
H 1.06934 3.92908 0.65380  -0.03
H 0.28639 1.69705 1.14784  0.10
H 0.27364 1.43168 -1.76378  0.19
H -1.97923 -0.24440 0.32026  0.14
H -0.53933 -0.40946 1.39081  0.15
H -2.85693 -1.88728 -1.51666  0.13


# 4
ORCA calculation (the ωB97M-V functional and the def2-TZVPD basis) on 2 unconnected molecules or ions with the total composition C4H7NO.

## Properties
HOMO energy (spin up / spin down): -7.5650 / -8.4684 eV
ΔE to the lowest compared entry with this formula, charge and spin: 677.97 kJ/mol
frontier orbital gap (spin up / spin down): 8.0 / 8.5 eV
maximum force: 3.20 eV/A
calculated total energy: -286.373421 Ha

Last column: Löwdin charge in e.
Cartesian coordinates (Å):
C 1.24198 1.10383 -0.78432  -0.02
C 0.57974 -2.03154 0.93245  0.02
C 0.51858 -0.02135 -0.75756  -0.23
C 0.33915 -0.94442 0.29657  -0.07
N -1.14933 1.68099 0.52263  -0.07
O -0.79650 0.63197 1.17659  -0.19
H 1.45355 1.74875 -1.59931  0.06
H 1.64040 1.33802 0.13031  0.05
H 0.05401 -2.32842 1.81197  0.06
H 1.31628 -2.76621 0.69680  0.06
H -0.11432 -0.28449 -1.64225  0.13
H -2.06909 1.53538 0.12634  0.10
H -0.28913 2.05054 -0.08814  0.11


> Which formula does entry 4 have?

C4H7NO


> The highest ΔE to the lowest compared entry with this formula, charge and spin belongs to which entry?

C4H7NO